# 1
Computed, not measured: a 2-piece molecular cluster, C4H12 overall, with ωB97M-V/def2-TZVPD.

Its expectation value of S² is 0.75. The total charge is +1. Its HOMO energy (spin up / spin down) is -0.5501 / -0.5353 hartree. For the LUMO energy (spin up / spin down), the calculation gives -3.3 / -11.2 eV. The frontier orbital gap (spin up / spin down) comes out at 11.6 / 3.4 eV. Its spin multiplicity is 2. The value obtained for the energy relative to the best compared isomer or geometry (same formula, charge and spin) is 19.5 kcal/mol.

Geometry as XYZ:
```
16
C4H12 (ωB97M-V/def2-TZVPD)
C 2.3469 1.2089 1.3892
C 1.0705 0.9754 0.5996
H 3.1154 0.4575 1.2315
H 2.7286 2.2470 1.3686
H 2.1072 1.3100 2.4468
H 0.2921 1.4508 1.1880
H 1.1283 1.4422 -0.3930
H 0.9137 -0.1029 0.5796
C -1.6841 -1.4063 -0.3539
C -1.8123 -0.7212 -1.6506
H -0.6259 -1.4385 0.0114
H -2.4463 -0.9691 0.2761
H -1.9732 -2.4883 -0.3040
H -2.4459 0.1404 -1.8344
H -2.0045 -1.4581 -2.4891
H -0.7105 -0.6480 -2.0658
```

---

# 2
Computed, not measured: a 2-piece molecular cluster, CHBrCl2 overall, with ωB97M-V/def2-TZVPD.

Its HOMO energy (spin up / spin down) is -0.4184 / -0.3045 hartree. For the LUMO energy (spin up / spin down), the calculation gives -0.2 / -3.6 eV. The frontier orbital gap (spin up / spin down) comes out at 11.2 / 4.7 eV. The value obtained for the energy relative to the best compared isomer or geometry (same formula, charge and spin) is 50.2 kcal/mol.

Geometry as XYZ:
```
5
CHBrCl2 (ωB97M-V/def2-TZVPD)
C 0.9606 0.3765 0.2920
Cl -0.1694 -0.5517 1.1206
Cl 1.1027 0.4750 -1.4058
Br -3.7196 -1.2424 -0.6553
H 1.8256 0.9425 0.6485
```